1.
16
Properties=species:S:1:pos:R:3 method="wB97M-V/def2-TZVPD" e_homo_ev=-14.5 total_charge=+1 lumo_energy_ev=-3.1 spin_multiplicity=1 fmax_ev_per_a=1.428 energy_ev=-6262.4330 mol_weight_g_mol=75.13
N -0.09124 -1.30930 0.01458
N 0.97123 0.95198 -0.64871
C -1.00815 -1.10562 1.12942
C -0.76865 -0.17137 2.02434
C 0.54714 1.38076 -2.01700
H 1.11260 2.23913 -2.37455
H 0.45856 -0.08794 -0.33926
H -0.56653 -1.60215 -0.83813
H -1.33828 -0.00946 2.93020
H 0.61605 -2.01508 0.15099
H 0.80812 0.59961 -2.72928
H 0.66069 1.66198 0.02407
H 1.98729 0.96292 -0.61814
H 0.07251 0.51421 1.98496
H -1.69012 -1.93796 1.24576
H -0.51064 1.61532 -1.98832



2.
12
Properties=species:S:1:pos:R:3 method="wB97M-V/def2-TZVPD" e_homo_ev=-9.0 lumo_energy_ev=0.6 spin_multiplicity=1 fmax_ev_per_a=6.838 energy_ev=-11150.5952 mol_weight_g_mol=105.09
F 2.46780 -0.74228 0.10682
F 1.22107 2.14554 -0.14168
N -1.28114 -0.50301 -0.10574
C -0.84482 0.98400 0.01379
C 0.68108 0.99433 -0.02301
C 0.06503 -1.09804 -0.24559
C 1.24813 -0.19050 -0.28418
H -1.30613 1.31494 -0.96166
H -1.06732 1.34195 1.02864
H 0.25458 -1.65863 0.76835
H -1.56453 -0.60724 0.91805
H 0.12627 -1.98109 -1.07378



3.
67
Properties=species:S:1:pos:R:3 method="wB97M-V/def2-TZVPD" e_homo_ev="-3.7 / -8.0" lumo_energy_ev="0.4 / -1.3" spin_multiplicity=5 fmax_ev_per_a=3.878 energy_ev=-57737.4625 mol_weight_g_mol=621.80
Ir 0.13534 0.41903 -0.38032
P 2.00773 1.59351 -0.41712
P -1.84411 -0.52831 -1.23764
Si 1.31945 -0.77117 2.73567
O -0.73897 -3.07408 -4.49198
O 0.98790 -3.91121 -1.35948
N 0.02932 -0.36887 1.54593
N 0.21319 1.01758 -2.55524
C -1.84327 -0.13926 -2.96400
C 1.71287 2.79130 -1.75926
C 0.91553 2.11719 -2.85644
C 0.85476 2.72659 -4.10778
C -1.72240 0.99934 2.51071
C 1.34430 0.62857 3.99219
C -0.74779 0.57246 -3.46209
C -1.23450 -0.27596 2.13415
C -3.66912 -0.03133 3.50620
C -2.46139 -2.18479 -0.80292
C -3.23157 -1.29689 3.09220
C -0.68357 1.04096 -4.80242
C -2.91571 1.11013 3.21466
C -2.02344 -1.43028 2.41835
C 0.07116 2.15568 -5.12169
C 3.03104 -0.96528 1.99874
C -3.18972 0.64158 -0.81285
C 2.37406 2.59467 1.03305
C 0.92287 -2.37001 3.62393
C 3.53312 0.78162 -0.98118
H 1.67008 -2.54130 4.41427
H -4.06326 0.32257 -1.39905
H 0.46731 0.56762 4.65288
H -3.82842 -2.19067 3.29521
H -0.27092 1.89469 0.08379
H -1.62892 -2.40957 2.13061
H -1.66779 -2.94219 -0.90168
H 1.17203 3.65583 -1.33765
H 0.27613 -3.56317 -1.93944
H 3.02587 -1.56936 1.08423
H 3.37969 0.36996 -1.98893
H -2.82335 -2.18217 0.23830
H 3.17903 3.28770 0.74870
H 2.24503 0.54028 4.61765
H -1.11056 1.87490 2.27354
H -0.06953 -2.35753 4.09345
H 0.96153 -3.22487 2.93449
H 0.52994 -4.21968 -0.50587
H 4.30927 1.56124 -1.01632
H 2.69750 1.97445 1.87894
H -0.97135 -2.38575 -3.84550
H 2.68052 3.14011 -2.13428
H -2.87324 1.63266 -1.16711
H 3.83969 -0.02256 -0.30276
H -3.29083 -2.42844 -1.48477
H 1.55103 -0.73596 -0.52748
H -3.25545 2.09859 3.52571
H 1.34614 1.62355 3.52841
H -4.62055 0.07026 4.03074
H 3.54666 -0.01927 1.79268
H 1.41497 3.63896 -4.25740
H 0.24227 -3.05492 -4.54935
H 3.64120 -1.50015 2.74610
H 0.76674 -1.00514 -0.61222
H 1.47101 3.16057 1.30705
H -3.40051 0.65100 0.26021
H -1.31464 0.53226 -5.52565
H -2.42433 -0.68236 -3.71741
H 0.05292 2.59505 -6.11747



4.
16
Properties=species:S:1:pos:R:3 method="wB97M-V/def2-TZVPD" e_homo_ev="-8.4 / -8.0" lumo_energy_ev="0.0 / 0.4" spin_multiplicity=1 fmax_ev_per_a=0.745 energy_ev=-6378.5373 mol_weight_g_mol=82.15
C -0.16910 1.60138 0.63309
C 0.30082 -2.31727 1.22949
C -1.14724 1.95824 -0.48894
C 0.47564 -1.38946 -1.15061
C 0.10245 -0.97050 1.31751
C 0.02352 0.15057 0.78035
H -0.53148 2.00629 1.58780
H 1.26636 -2.74855 1.48240
H -1.25450 3.04410 -0.57876
H 1.34737 -1.22249 -0.55500
H -0.78765 1.55951 -1.44295
H -0.52786 -1.48058 -0.79348
H 0.80115 2.07605 0.44127
H -0.54462 -3.00064 1.24432
H 0.63087 -1.52835 -2.22464
H -2.13496 1.52828 -0.29482